Entry 1:
Below is a molecular structure, C3H9NS at a distorted geometry, with properties calculated with ωB97M-V/def2-TZVPD.

Geometry as XYZ:
```
14
Properties=species:S:1:pos:R:3:forces:R:3:mulliken_charge:R:1
C 0.9473 0.1208 0.2659 1.22 -0.39 -0.86 -0.1280
C 0.1152 0.0710 -1.0143 -1.45 -0.84 -0.45 -0.7924
C -1.7056 0.6556 -0.4513 0.83 0.53 -0.25 -0.7281
S -2.2255 -0.3937 0.7704 0.11 -0.50 0.48 -0.2275
N 1.5564 -1.1992 0.4394 -0.63 -0.16 0.12 -0.5421
H 0.2818 0.2967 1.1104 0.17 0.26 -0.06 0.1775
H 1.8001 0.8406 0.2107 -1.16 0.23 0.05 0.2347
H 0.4482 0.5760 -1.9239 0.06 -0.17 0.22 0.4026
H -0.3004 -0.9151 -1.1586 0.61 -0.17 -0.38 0.3953
H -0.7016 1.1306 -0.6189 -0.76 1.63 1.89 0.3148
H -2.4829 1.2974 -0.8415 0.51 -0.27 -1.32 0.4276
H -1.8149 0.2169 1.8898 -0.07 0.08 0.37 0.0736
H 2.4048 -1.2875 -0.0963 0.19 -0.11 0.29 0.2109
H 1.6770 -1.4102 1.4180 0.37 -0.12 -0.09 0.1811
```
Positions in Å, forces in eV/Å.

Calculated values
Orbital gap: 8.47 eV
HOMO: -7.693 eV
ΔE to the lowest compared entry with this formula, charge and spin: 108.83 kcal per mole
F_max: 2.6 eV Å⁻¹
M: 91.18 g/mol

=====

Entry 2:
Below is 2 unconnected molecules or ions with the total composition C3H9NS at a distorted geometry, with properties calculated with ωB97M-V/def2-TZVPD.

Geometry as XYZ:
```
14
Properties=species:S:1:pos:R:3:forces:R:3:mulliken_charge:R:1
C -0.9870 -0.0229 2.0769 -3.22 -0.02 2.45 -1.0886
C -1.6326 -0.8232 0.9883 4.22 -0.47 -1.51 -0.1874
C -0.7974 -1.3665 0.0475 -2.59 0.39 0.29 -0.2736
N -1.2872 -1.9307 -1.1873 -0.76 0.41 0.75 -0.5977
H -0.0598 -0.4698 2.3472 1.07 0.29 0.04 0.3530
H -1.0274 1.0662 1.9148 0.68 -0.40 -0.35 0.2310
H -1.6298 -0.0782 3.0505 1.02 -0.19 -1.42 0.2988
H -2.6487 -0.9282 0.8523 -2.18 0.27 -0.19 0.4144
H 0.2616 -1.4583 0.2726 0.00 0.15 -0.49 0.3779
H -0.7182 -1.6647 -1.9688 0.39 -0.07 -0.24 0.2309
H -2.2644 -1.6302 -1.4238 1.39 -0.36 0.65 0.2467
S 2.1515 1.8096 -0.9311 -0.05 0.39 0.38 -0.2523
H 1.5054 0.6639 -0.7349 -0.15 -0.21 0.04 0.1069
H 1.6691 2.3360 0.2234 0.16 -0.19 -0.41 0.1399
```
Positions in Å, forces in eV/Å.

Calculated values
Orbital gap: 9.00 eV
HOMO: -8.132 eV
SMILES string: C/C=C/N.S
ΔE to the lowest compared entry with this formula, charge and spin: 30.13 kcal per mole
F_max: 4.5 eV Å⁻¹
M: 91.18 g/mol

=====

Entry 3:
Below is a single C3H9NS molecule at a distorted geometry, with properties calculated with ωB97M-V/def2-TZVPD.

Geometry as XYZ:
```
14
Properties=species:S:1:pos:R:3:forces:R:3:mulliken_charge:R:1
C 1.8847 1.4915 -1.6259 0.72 -1.46 -1.49 -0.7897
N 1.1427 0.5548 -0.7407 0.71 -0.76 -0.48 -0.2753
C -0.2382 0.7517 -0.5291 -1.28 0.94 1.54 -0.5588
S -1.1866 -0.8105 0.3581 -0.25 1.09 -1.33 -0.1158
C -0.6639 -1.3438 2.0596 2.19 1.18 -2.47 -0.8227
H 2.6581 1.9264 -1.0380 0.61 0.74 0.27 0.2822
H 2.4162 1.0015 -2.5253 -0.58 -0.17 1.57 0.2380
H 1.3873 2.2568 -2.2387 -0.88 0.04 1.17 0.2899
H 1.5702 0.3531 0.1785 0.14 0.58 -1.22 0.2461
H -0.8242 0.8906 -1.4961 0.64 -0.45 1.37 0.2975
H -0.3412 1.6890 0.1357 -0.78 -1.35 -0.78 0.3358
H -0.2033 -2.3112 1.8521 1.15 0.58 0.42 0.2558
H -1.4406 -1.6327 2.6565 -2.72 0.06 1.30 0.3739
H -0.1316 -0.4852 2.5022 0.33 -1.02 0.11 0.2429
```
Positions in Å, forces in eV/Å.

Calculated values
Orbital gap: 9.36 eV
HOMO: -8.446 eV
SMILES string: CNCSC
ΔE to the lowest compared entry with this formula, charge and spin: 52.62 kcal per mole
F_max: 3.5 eV Å⁻¹
M: 91.18 g/mol

=====

Entry 4:
Below is a single C3H9NS molecule at a distorted geometry, with properties calculated with ωB97M-V/def2-TZVPD.

Geometry as XYZ:
```
14
Properties=species:S:1:pos:R:3:forces:R:3:mulliken_charge:R:1
C 2.0600 -1.8086 1.0892 -1.17 2.54 -0.44 -0.7471
N 1.6933 -0.6949 0.0426 -0.60 0.59 1.38 -0.3980
C 0.1876 -0.4010 0.2484 4.05 -0.72 -5.95 -0.5852
C -0.1817 0.8700 -0.4573 0.97 1.22 3.05 -0.7756
S -1.9289 1.1587 -0.4528 -0.55 -1.12 -1.32 -0.2168
H 2.3227 -1.2685 2.0684 0.09 -0.70 -1.54 0.2209
H 1.1423 -2.3866 1.3866 0.84 0.10 -0.82 0.2783
H 2.8593 -2.4197 0.7182 0.30 -0.36 0.08 0.3394
H 1.9379 -0.5861 -0.9933 -0.10 -1.41 2.36 0.2410
H 0.0322 -0.4953 1.2301 -1.31 -0.06 3.51 0.3909
H -0.1262 -1.1469 -0.4062 -2.07 -2.05 -0.07 0.4174
H 0.3455 1.0911 -1.3748 -0.04 -0.26 -0.24 0.3950
H 0.2150 1.4978 0.3479 -0.04 1.27 -0.74 0.3247
H -2.1148 0.0778 -1.3116 -0.36 0.95 0.74 0.1152
```
Positions in Å, forces in eV/Å.

Calculated values
Orbital gap: 9.34 eV
HOMO: -8.356 eV
SMILES string: CNCCS
ΔE to the lowest compared entry with this formula, charge and spin: 53.37 kcal per mole
F_max: 7.2 eV Å⁻¹
M: 91.18 g/mol

=====

Entry 5:
Below is a single C3H9NS molecule at a distorted geometry, with properties calculated with ωB97M-V/def2-TZVPD.

Geometry as XYZ:
```
14
Properties=species:S:1:pos:R:3:forces:R:3:mulliken_charge:R:1
C 2.4737 -0.0997 0.0816 -2.94 2.16 3.01 -0.7007
S 0.8934 -0.7666 -0.6215 0.87 2.17 -0.20 -0.1778
C -0.3364 0.7986 -0.0982 3.78 -0.13 -2.08 -0.5317
C -1.6075 0.2940 -0.5216 -4.83 -2.26 2.61 -0.3586
N -1.7285 -1.1560 0.0917 1.97 -1.16 -1.41 -0.6158
H 2.3082 1.0394 0.0267 1.17 -1.65 -0.51 0.2141
H 2.1771 -0.2344 1.1835 1.25 -0.02 -1.22 0.2136
H 3.4677 -0.4973 -0.0821 -0.28 -0.09 -0.66 0.3380
H -0.5911 0.8315 0.9835 2.08 0.55 -0.39 0.2998
H 0.0713 1.7203 -0.7554 -0.85 -1.87 2.16 0.3434
H -2.2534 0.9224 0.2443 0.00 -1.07 -2.30 0.2656
H -2.0513 0.2732 -1.5658 1.11 0.20 1.27 0.2330
H -2.0696 -1.4101 1.0251 -0.12 1.29 -0.51 0.2366
H -0.7536 -1.7154 0.0082 -3.22 1.88 0.25 0.2406
```
Positions in Å, forces in eV/Å.

Calculated values
Orbital gap: 9.17 eV
HOMO: -8.260 eV
SMILES string: CSCCN
ΔE to the lowest compared entry with this formula, charge and spin: 79.59 kcal per mole
F_max: 5.9 eV Å⁻¹
M: 91.18 g/mol

=====

Entry 6:
Below is 2 unconnected molecules or ions with the total composition C3H9NS at a distorted geometry, with properties calculated with ωB97M-V/def2-TZVPD.

Geometry as XYZ:
```
14
Properties=species:S:1:pos:R:3:forces:R:3:lowdin_spin:R:1
C 2.6479 0.8830 -0.4841 1.22 1.27 1.11 0.0021
N 3.7134 0.3012 -0.1087 -1.55 -0.94 0.39 0.0005
H 1.8185 0.4343 -1.0096 0.30 -0.39 -0.84 0.0016
H 2.5584 1.9465 -0.2205 -0.77 -0.17 -0.01 0.0001
H 4.1114 0.8653 0.6425 0.83 0.28 -0.70 0.0002
C -2.0860 0.0869 1.2964 -0.47 0.85 0.12 0.0882
S -0.5879 -0.2649 0.4458 -0.24 -0.27 -0.35 0.7445
C -1.1517 -1.0862 -1.0569 0.04 0.09 0.90 0.0782
H -2.7570 0.6383 0.6286 -0.06 -0.37 -0.21 0.0188
H -2.5735 -0.8167 1.6725 0.09 -0.04 -0.10 0.0251
H -1.8945 0.7965 2.1019 0.33 -0.35 0.19 -0.0004
H -0.2428 -1.2452 -1.6303 -0.25 0.01 -0.37 -0.0011
H -1.9527 -0.5022 -1.5196 0.37 0.13 -0.17 0.0170
H -1.6036 -2.0368 -0.7580 0.15 -0.12 0.03 0.0253
```
Positions in Å, forces in eV/Å.

Calculated values
Orbital gap (spin up / spin down): 9.60 / 4.37 eV
HOMO (spin up / spin down): -13.084 / -13.080 eV
ΔE to the lowest compared entry with this formula, charge and spin: 32.60 kcal per mole
Spin multiplicity: 2
Charge: +1
Expectation value of S²: 0.753
F_max: 2.1 eV Å⁻¹
M: 91.18 g/mol

=====

Entry 7:
Below is a single C3H9NS2 molecule at a distorted geometry, with properties calculated with ωB97M-V/def2-TZVPD.

Geometry as XYZ:
```
15
Properties=species:S:1:pos:R:3:forces:R:3:mulliken_charge:R:1
N -0.2073 2.1804 -0.8437 3.14 -3.54 -4.15 -0.4258
C -0.0626 0.7519 -1.3384 -2.90 1.88 -2.04 -0.5836
C -0.7265 -0.3655 -0.4963 -1.58 -0.01 -3.94 -0.7312
C -0.4636 -0.4929 0.9065 5.40 4.44 1.32 -0.2770
S 0.1477 -2.0490 1.2493 -1.18 -3.64 1.34 -0.1167
S 2.0680 -2.3890 1.5966 1.80 0.45 0.29 -0.2009
H -0.9142 2.3545 -0.2973 -4.66 1.06 3.48 0.1735
H 0.5531 2.7935 -0.7186 1.02 0.04 0.00 0.1690
H 0.9458 0.6112 -1.5105 2.29 -0.68 0.26 0.3761
H -0.4532 0.6182 -2.5239 0.44 0.51 3.10 0.1832
H -0.4787 -1.3013 -1.0178 0.19 0.24 -0.01 0.4145
H -1.8353 -0.4044 -0.5615 0.42 0.73 -0.67 0.3211
H -1.3154 -0.2289 1.4241 -1.52 0.15 1.87 0.3208
H 0.3940 0.3467 1.1780 -2.07 -1.91 -0.28 0.2415
H 2.3483 -2.4254 2.9534 -0.79 0.28 -0.57 0.1357
```
Positions in Å, forces in eV/Å.

Calculated values
Orbital gap: 9.32 eV
HOMO: -8.791 eV
SMILES string: NCCCSS
ΔE to the lowest compared entry with this formula, charge and spin: 58.42 kcal per mole
F_max: 7.1 eV Å⁻¹
M: 123.25 g/mol

=====

Entry 8:
Below is 2 unconnected molecules or ions with the total composition C3H9NS2 at a distorted geometry, with properties calculated with ωB97M-V/def2-TZVPD.

Geometry as XYZ:
```
15
Properties=species:S:1:pos:R:3:forces:R:3:mulliken_charge:R:1
C 0.1784 -0.6785 3.9193 0.72 -1.18 -0.50 -0.8373
C -0.3687 0.2029 3.0955 -0.77 0.57 0.28 0.1464
N -0.7774 -0.0324 1.7894 -0.29 -0.70 0.37 -0.4269
H 0.3660 -1.6788 3.5363 0.14 0.00 -0.21 0.1790
H 0.6316 -0.5576 4.8885 -0.66 0.67 0.28 0.2621
H -0.7685 1.1411 3.4625 0.67 0.41 0.06 0.2816
H -0.6307 -0.9722 1.4590 0.19 0.13 -0.27 0.1872
H -0.6698 0.6961 1.1111 0.00 0.10 -0.01 0.2078
C 1.0396 0.8571 -2.9493 0.62 -0.35 0.95 -0.6837
S -0.1169 0.7798 -4.2991 0.03 -0.19 -0.66 -0.0268
S -1.5073 -0.6233 -3.8012 -0.97 0.31 0.88 -0.2224
H 1.6515 1.7501 -3.0626 0.06 -0.03 -0.40 0.2792
H 1.6644 -0.0093 -2.7849 0.44 -0.34 -0.82 0.3228
H 0.6244 0.9363 -1.9655 -1.08 0.44 0.43 0.1815
H -1.3164 -1.8113 -4.3991 0.90 0.16 -0.37 0.1496
```
Positions in Å, forces in eV/Å.

Calculated values
Orbital gap: 8.83 eV
HOMO: -8.345 eV
SMILES string: C=CN.CSS
ΔE to the lowest compared entry with this formula, charge and spin: 32.60 kcal per mole
F_max: 1.5 eV Å⁻¹
M: 123.25 g/mol